(1)
{
  "formula": "C8H4N2O5Tl",
  "method": "ωB97M-V with the def2-TZVPD basis set",
  "energy_ev": -26222.5870,
  "e_homo_ha": -0.7811,
  "gap_ev": 7.272,
  "de_lowest_kj_mol": 1208.66,
  "charge": 3,
  "species": ["O", "C", "Tl", "O", "C", "C", "O", "C", "O", "C", "O", "N", "C", "C", "C", "N", "H", "H", "H", "H"],
  "positions_angstrom": [[0.001, 3.055, -1.313], [0.000, 1.905, -1.313], [-0.001, -0.006, -1.313], [-0.001, -0.005, -4.374], [-0.001, -0.005, -3.224], [-0.002, -1.917, -1.314], [-0.003, -3.066, -1.314], [-1.912, -0.004, -1.314], [-3.062, -0.004, -1.314], [1.910, -0.007, -1.313], [3.060, -0.008, -1.313], [-0.070, -1.081, 1.558], [-0.041, -0.675, 2.836], [0.049, 0.696, 2.865], [0.073, 1.086, 1.551], [-0.003, -0.005, 0.784], [-0.139, -2.058, 1.226], [-0.084, -1.336, 3.687], [0.091, 1.330, 3.727], [0.135, 2.102, 1.186]],
  "forces_ev_per_angstrom": [[0.0, -4.9, -0.1], [0.0, 16.9, 0.4], [0.0, 0.2, 6.0], [0.0, 0.0, 5.0], [0.0, 0.0, -17.1], [0.0, -16.9, 0.2], [0.0, 4.8, 0.0], [-17.0, 0.0, 0.3], [4.9, 0.0, 0.1], [17.0, 0.0, 0.3], [-4.9, 0.0, 0.1], [-0.1, -0.9, 1.5], [0.0, -0.5, 1.0], [0.0, 0.3, 0.4], [0.0, 0.0, 0.8], [0.0, 0.4, 0.9], [0.1, 1.0, 0.4], [0.0, -0.3, -0.1], [0.0, 0.1, 0.3], [0.0, -0.1, -0.2]]
}



(2)
{
  "formula": "C8H4O",
  "method": "ωB97M-V with the def2-TZVPD basis set",
  "energy_ev": -10396.1918,
  "e_homo_ha": [-0.2996, -0.2971],
  "gap_ev": [6.530, 6.842],
  "de_lowest_kj_mol": 489.04,
  "species": ["C", "C", "C", "C", "C", "C", "C", "C", "O", "H", "H", "H", "H"],
  "positions_angstrom": [[-2.392, 0.343, -0.731], [0.281, -0.946, -0.455], [0.811, 0.152, -0.469], [-1.822, -0.257, 0.434], [-1.422, 1.254, -0.681], [-0.424, 1.422, 0.258], [-1.014, -1.483, 0.081], [0.971, 1.556, -0.142], [-0.850, 0.584, 1.216], [-1.758, -2.068, -0.611], [-0.784, -2.202, 0.917], [1.480, 1.918, 0.710], [1.148, 2.053, -1.080]],
  "forces_ev_per_angstrom": [[0.5, 1.9, -0.8], [-0.8, -0.4, 0.0], [2.0, -1.6, 0.0], [0.5, 0.9, 0.8], [-2.9, -1.2, -0.5], [-2.4, 0.3, -0.1], [-0.8, -3.0, -0.5], [0.1, 0.0, -0.1], [0.7, 0.2, 0.2], [1.9, 1.0, 0.8], [-0.3, 1.0, -0.5], [1.7, -0.2, 0.5], [-0.2, 1.1, 0.1]]
}



(3)
{
  "formula": "C8H4S3",
  "method": "ωB97M-V with the def2-TZVPD basis set",
  "energy_ev": -40865.7390,
  "e_homo_ha": -0.2941,
  "gap_ev": 8.306,
  "de_lowest_kj_mol": 17.95,
  "species": ["C", "S", "C", "C", "C", "S", "C", "C", "S", "C", "C", "H", "H", "H", "H"],
  "positions_angstrom": [[1.236, 2.535, -0.083], [2.816, 1.823, 0.310], [2.137, 0.192, 0.376], [0.798, 0.192, 0.069], [0.282, 1.503, -0.189], [-1.453, 1.494, -0.573], [-1.537, -0.227, -0.305], [-2.545, -1.123, -0.332], [-1.928, -2.757, 0.085], [-0.265, -2.152, 0.201], [-0.229, -0.798, -0.023], [0.954, 3.560, -0.182], [2.664, -0.669, 0.757], [-3.556, -0.839, -0.648], [0.627, -2.735, 0.539]],
  "forces_ev_per_angstrom": [[-1.1, -3.0, 0.0], [-1.8, -0.5, -0.1], [-0.6, 1.0, -0.1], [1.2, 1.0, 0.0], [1.5, 1.3, 0.1], [0.2, 0.6, 0.0], [1.2, -0.6, 0.0], [0.1, -0.5, 0.0], [0.6, 1.7, -0.5], [-0.2, 0.4, 0.3], [-1.0, -1.4, 0.5], [0.6, 0.5, -0.1], [0.4, 0.2, -0.2], [0.4, -0.8, 0.4], [-1.3, 0.2, -0.5]]
}



(4)
{
  "formula": "C8H5AlCl2FeNO3S",
  "method": "ωB97M-V with the def2-TZVPD basis set",
  "spin_multiplicity": 6,
  "energy_ev": -92826.5637,
  "e_homo_ha": [-0.7668, -0.7668],
  "gap_ev": [5.795, 2.241],
  "charge": 4,
  "s2": 8.781,
  "species": ["Fe", "Al", "Cl", "Cl", "C", "C", "C", "O", "O", "O", "S", "C", "N", "C", "C", "C", "C", "H", "H", "H", "H", "H"],
  "positions_angstrom": [[-0.136, 0.431, -7.697], [0.056, -0.529, -0.039], [-0.611, 2.199, -6.676], [1.877, -1.606, -0.199], [-0.935, -1.785, 1.316], [-0.577, 0.956, -9.351], [0.408, -1.268, -8.031], [-1.172, -2.546, 2.172], [-0.856, 1.151, -10.465], [0.641, -2.280, -8.574], [0.068, 1.464, 1.059], [0.178, 0.949, 2.733], [-1.013, 0.681, 3.363], [-1.104, 0.216, 4.644], [0.050, -0.079, 5.338], [1.285, 0.129, 4.713], [1.357, 0.660, 3.417], [-1.868, 0.912, 2.840], [-2.117, 0.110, 5.011], [-0.017, -0.462, 6.344], [2.207, -0.106, 5.234], [2.280, 0.805, 2.849]],
  "forces_ev_per_angstrom": [[-0.1, 3.2, 6.1], [2.3, 0.5, 1.6], [0.0, 0.3, 0.2], [-1.5, 0.5, -0.4], [-1.5, -5.1, 5.1], [-3.1, 2.8, -12.1], [3.0, -11.3, -4.5], [1.2, 4.5, -5.0], [1.5, -1.0, 6.2], [-1.3, 6.0, 3.5], [-0.3, 0.2, -1.2], [-0.4, -1.6, 0.9], [0.1, 0.3, 0.3], [-0.1, 0.5, -1.1], [0.3, 0.2, -0.4], [-0.1, 0.3, 0.0], [-0.4, 0.1, -0.8], [0.3, 0.0, 0.5], [0.1, -0.1, 0.2], [0.0, -0.1, 0.1], [-0.1, 0.0, 0.0], [-0.1, 0.0, 0.6]]
}



(5)
{
  "formula": "C8H5BrN2O2",
  "method": "ωB97M-V with the def2-TZVPD basis set",
  "energy_ev": -85491.0641,
  "e_homo_ha": -0.3747,
  "gap_ev": 9.628,
  "de_lowest_kj_mol": 0.00,
  "species": ["N", "C", "C", "Br", "C", "C", "C", "C", "C", "C", "N", "O", "O", "H", "H", "H", "H", "H"],
  "positions_angstrom": [[-2.488, 2.020, 1.774], [-2.112, 1.227, 1.044], [-1.682, 0.188, 0.144], [-2.749, -1.418, 0.543], [-0.198, -0.089, 0.161], [0.294, -1.159, -0.578], [1.653, -1.405, -0.605], [2.521, -0.586, 0.100], [2.029, 0.484, 0.828], [0.669, 0.741, 0.859], [-2.002, 0.603, -1.282], [-1.685, 1.729, -1.556], [-2.471, -0.222, -2.008], [-0.384, -1.800, -1.124], [2.033, -2.236, -1.177], [3.582, -0.782, 0.080], [2.701, 1.126, 1.376], [0.287, 1.579, 1.422]],
  "forces_ev_per_angstrom": [[-0.1, 0.5, 0.4], [-0.1, 0.0, -0.1], [0.1, -1.1, 0.2], [0.3, 0.4, 0.2], [0.2, -0.1, 0.2], [0.0, 0.0, 0.0], [-0.1, 0.0, -0.1], [0.0, 0.1, 0.1], [0.1, 0.0, 0.0], [-0.2, -0.1, -0.1], [-0.2, 0.2, -0.2], [0.1, 0.5, -0.1], [-0.2, -0.2, -0.7], [-0.1, 0.0, 0.0], [0.0, -0.1, 0.0], [0.1, 0.0, 0.0], [0.1, 0.1, 0.0], [0.0, 0.1, 0.1]]
}



(6)
{
  "formula": "C8H5Cl2ErGaNO3",
  "method": "ωB97M-V with the def2-TZVPD basis set",
  "spin_multiplicity": 4,
  "energy_ev": -121001.1802,
  "e_homo_ha": -0.7876,
  "gap_ev": 2.060,
  "de_lowest_kj_mol": 178.04,
  "charge": 4,
  "s2": 3.753,
  "species": ["Ga", "Er", "Cl", "Cl", "C", "C", "C", "O", "O", "O", "C", "C", "C", "N", "C", "C", "H", "H", "H", "H", "H"],
  "positions_angstrom": [[-1.119, 1.640, -4.236], [0.277, -0.826, -0.116], [0.640, 1.230, -2.214], [-0.489, -3.067, -0.584], [-1.354, 0.008, 1.428], [0.364, 2.733, -4.668], [-2.567, 0.425, -4.187], [-2.189, 0.347, 2.155], [1.370, 3.329, -4.769], [-3.448, -0.361, -4.134], [4.298, -1.296, 2.671], [3.347, -2.297, 2.474], [2.212, -2.011, 1.723], [1.992, -0.754, 1.195], [2.923, 0.228, 1.389], [4.075, -0.011, 2.129], [5.215, -1.499, 3.244], [3.481, -3.298, 2.891], [1.430, -2.760, 1.504], [2.699, 1.178, 0.926], [4.811, 0.805, 2.282]],
  "forces_ev_per_angstrom": [[2.4, -0.3, 2.7], [0.5, -1.4, -0.9], [-2.2, 0.1, -1.8], [0.2, 1.1, 0.0], [-5.2, 2.0, 4.6], [8.1, 5.5, -1.7], [-8.4, -7.0, -0.1], [4.2, -1.7, -3.6], [-6.8, -3.9, 0.6], [6.5, 5.7, -0.3], [0.0, 0.5, -0.1], [-0.4, -0.3, -0.2], [0.2, 0.5, 0.1], [0.8, -0.7, 0.5], [0.4, -0.8, 0.6], [0.2, 0.3, -0.1], [-0.5, 0.1, -0.3], [0.0, 0.3, -0.2], [0.5, 0.2, 0.3], [0.1, 0.2, 0.1], [-0.6, -0.7, -0.1]]
}